Here is a cluster of 11 separate species, C17H56O17S3 in total at a distorted geometry from OMol25. Energies are from ωB97M-V with the def2-TZVPD basis set.

Values from the calculation:
E_HOMO = -9.42 eV
Energy relative to the best compared isomer or geometry (same formula, charge and spin) = 0.0 kcal/mol
Frontier orbital gap = 9.4975 eV

```
93
Properties=species:S:1:pos:R:3:lowdin_charge:R:1
C 4.7200 -8.1985 17.4075 -0.064
C 5.5803 -7.1494 18.0994 -0.281
O 6.4330 -7.8707 18.9877 -0.252
S 6.7554 -7.2102 20.4253 0.640
C 7.7214 -5.7826 19.8773 -0.079
O 5.5167 -6.6866 20.9425 -0.282
O 7.5952 -8.1294 21.1367 -0.272
H 4.1439 -8.7942 18.1164 0.083
H 5.3733 -8.8983 16.8841 0.081
H 4.0233 -7.8037 16.6679 0.082
H 6.1700 -6.6908 17.2993 0.122
H 4.9965 -6.3649 18.5779 0.117
H 6.9673 -5.0525 19.5985 0.071
H 8.2836 -6.1057 19.0027 0.077
H 8.4292 -5.4751 20.6446 0.054
C 6.3341 -10.5747 23.6483 -0.057
C 5.1116 -11.4817 23.6508 -0.283
O 5.2850 -12.4596 24.6766 -0.259
S 4.3671 -13.8078 24.5479 0.636
C 4.9208 -14.4838 22.8935 -0.096
O 4.7842 -14.7073 25.5938 -0.283
O 2.9972 -13.3899 24.4310 -0.288
H 6.5401 -10.2310 24.6640 0.077
H 6.1529 -9.6890 23.0392 0.065
H 7.2426 -11.0672 23.3041 0.080
H 4.2105 -10.9110 23.8897 0.115
H 4.9482 -11.9119 22.6621 0.102
H 4.5216 -13.8656 22.1008 0.050
H 4.6581 -15.5386 22.8933 0.064
H 6.0109 -14.4845 22.8950 0.069
C 8.8037 -2.7619 26.4610 -0.056
C 7.3115 -2.9287 26.3740 -0.287
O 6.6991 -1.6329 26.4864 -0.265
S 5.0818 -1.5311 26.3816 0.662
C 4.6700 -2.0525 28.0887 -0.082
O 4.7811 -0.1425 26.2105 -0.260
O 4.6018 -2.5549 25.4674 -0.294
H 9.2830 -3.7403 26.4896 0.074
H 8.9882 -2.3538 27.4614 0.083
H 9.2554 -2.0596 25.7649 0.082
H 7.0019 -3.4414 25.4625 0.088
H 6.9206 -3.5534 27.1826 0.120
H 4.7424 -3.1397 28.1068 0.063
H 3.7151 -1.6469 28.3978 0.072
H 5.5316 -1.7214 28.6659 0.068
C 11.2313 -4.6912 23.5089 -0.121
O 10.2928 -4.9901 22.4630 -0.176
H 11.4039 -5.6428 24.0077 0.072
H 12.1459 -4.3478 23.0207 0.079
H 10.8354 -3.9320 24.1847 0.068
H 10.0054 -4.1400 22.0776 0.031
C 10.4113 -8.4448 22.7086 -0.163
O 9.5389 -9.4950 22.3160 -0.137
H 10.0904 -8.0036 23.6615 0.058
H 11.4313 -8.8054 22.8278 0.078
H 10.3685 -7.6148 21.9993 0.066
H 8.8317 -9.0389 21.8375 -0.005
C 4.0717 -7.3666 24.7560 -0.139
O 4.6139 -6.6580 25.8583 -0.149
H 4.1035 -8.4418 24.9699 0.073
H 3.0144 -7.1435 24.6122 0.080
H 4.6316 -7.1410 23.8494 0.056
H 5.5681 -6.4500 25.6904 0.034
C 7.2878 -6.3148 24.1270 -0.103
O 7.1520 -5.9879 25.5180 -0.138
H 8.2873 -5.9811 23.8335 0.074
H 7.2064 -7.3917 23.9722 0.083
H 6.5623 -5.7547 23.5422 0.072
H 7.8303 -6.4364 26.0442 0.050
C 3.2286 -4.4871 23.0949 -0.169
O 3.6214 -3.1380 23.0085 -0.138
H 2.9591 -4.7783 24.1150 0.073
H 2.4394 -4.7814 22.4036 0.081
H 4.1176 -5.0916 22.8619 0.050
H 3.9386 -2.8513 23.8836 0.010
C 7.6297 -2.8325 22.5720 -0.108
O 8.8325 -2.7469 21.8093 -0.130
H 7.5970 -3.7925 23.0840 0.057
H 7.6623 -2.0907 23.3800 0.082
H 6.7139 -2.6262 22.0180 0.094
H 8.6151 -2.2174 21.0369 0.094
C 5.7937 -7.6280 28.7304 -0.169
O 4.7575 -6.6677 28.6522 -0.143
H 6.7017 -7.3165 28.2111 0.057
H 5.8965 -7.8450 29.7961 0.078
H 5.4546 -8.5968 28.3381 0.079
H 4.4094 -6.6900 27.7427 0.037
C 9.3830 -8.4978 26.9905 -0.112
O 9.3099 -7.0705 27.1434 -0.149
H 9.2349 -9.0136 27.9381 0.083
H 8.6317 -8.7408 26.2441 0.076
H 10.3643 -8.7771 26.6027 0.081
H 10.0555 -6.7307 27.6429 0.087
```

Here is a structure of composition C17H57BN16O15SSi2 at a distorted geometry from OMol25. Energies are from ωB97M-V with the def2-TZVPD basis set.

Values from the calculation:
E_HOMO = -9.00 eV
Frontier orbital gap = 9.2601 eV

```
109
Properties=species:S:1:pos:R:3:lowdin_charge:R:1
C 2.5670 5.2948 0.3361 -0.123
C 2.7255 6.0593 -1.0314 -0.187
B 1.6484 5.6764 -2.1487 -0.422
O 1.0561 6.7363 -2.9070 0.036
Si 1.0913 3.8229 -2.5957 0.613
C -0.8100 3.8223 -2.8278 -0.259
C -1.3926 2.4084 -3.1879 -0.254
C -2.7387 2.0785 -2.4891 -0.237
C -2.5789 1.8386 -0.9462 -0.195
S -4.0334 0.8559 -0.4022 0.703
O -4.2764 0.9964 1.0528 -0.337
O -5.2473 1.3174 -1.1230 -0.321
O -3.8513 -0.7369 -0.7534 -0.166
O 1.9035 3.1917 -3.9705 -0.329
Si 3.3799 2.4069 -3.6456 0.466
O 3.7706 1.5540 -5.0930 -0.192
C 3.3361 1.1063 -2.2657 -0.187
C 4.4855 1.4140 -1.2385 -0.454
C 5.5111 0.2253 -1.2015 -0.042
O 3.9222 1.5788 0.0853 -0.078
H 3.4659 4.7155 0.6070 0.064
H 2.4143 6.0500 1.1315 0.070
H 1.6894 4.6271 0.3779 0.051
H 3.7439 5.8653 -1.4272 0.103
H 2.6510 7.1519 -0.8533 0.095
H 1.4001 6.7293 -3.8002 0.087
H 1.3887 3.0075 -1.3970 0.012
H -1.0437 4.4976 -3.6785 0.082
H -1.2767 4.2878 -1.9360 0.081
H -0.6268 1.6220 -3.0381 0.099
H -1.6075 2.4158 -4.2750 0.111
H -3.1352 1.1300 -2.9139 0.104
H -3.5086 2.8338 -2.7214 0.123
H -2.6646 2.8028 -0.4254 0.109
H -1.6289 1.3095 -0.7675 0.116
H -3.2457 -0.7927 -1.5213 0.049
H 4.5026 3.3404 -3.4354 0.026
H 4.3452 0.8323 -4.8223 0.002
H 2.3721 1.0009 -1.7442 0.068
H 3.5781 0.1044 -2.6798 0.076
H 5.0443 2.3393 -1.4794 0.103
H 5.5994 -0.2484 -2.2007 0.031
H 6.5142 0.5563 -0.8726 0.086
H 5.0957 -0.5423 -0.5235 0.072
H 4.6573 1.8276 0.6490 0.082
C -2.5529 -3.5162 -2.6805 -0.652
O -2.4904 -2.3295 -3.0056 -0.018
N -3.6636 -4.0565 -2.1228 0.180
N -1.5131 -4.3714 -2.8573 0.168
H -3.7386 -5.0173 -1.8506 0.103
H -4.4493 -3.4476 -1.9794 0.113
H -0.6778 -3.9998 -3.2694 0.108
H -1.5401 -5.3396 -2.6030 0.100
C 6.0296 -1.9060 -4.8739 -0.677
O 5.8112 -1.2024 -3.8916 -0.002
N 6.6382 -1.4262 -5.9955 0.159
N 5.6887 -3.2172 -4.9240 0.179
H 6.8274 -1.9825 -6.8077 0.105
H 6.9059 -0.4588 -5.9955 0.111
H 5.2410 -3.6055 -4.1150 0.112
H 5.8622 -3.8084 -5.7140 0.104
C -4.7796 -1.0376 4.3678 -0.691
O -4.4849 -2.0646 3.7691 0.006
N -5.0627 0.1296 3.7272 0.154
N -4.8481 -0.9809 5.7299 0.149
H -5.3044 0.9778 4.2008 0.092
H -5.0220 0.1278 2.7196 0.056
H -4.6441 -1.8223 6.2340 0.098
H -5.0852 -0.1530 6.2450 0.076
C -6.0373 -0.0693 9.5677 -0.688
O -5.1086 0.5348 9.0468 0.008
N -5.9080 -0.7483 10.7391 0.160
N -7.2846 -0.1132 9.0183 0.154
H -6.6610 -1.2463 11.1818 0.086
H -5.0057 -0.7398 11.1754 0.103
H -7.4253 0.3762 8.1549 0.100
H -8.0542 -0.6059 9.4332 0.065
C 9.7677 -3.2509 -3.9046 -0.686
O 9.2289 -4.1411 -4.5485 0.007
N 9.3085 -1.9690 -3.9080 0.165
N 10.8701 -3.4709 -3.1332 0.147
H 9.7301 -1.2218 -3.3912 0.097
H 8.4972 -1.7780 -4.4674 0.060
H 11.2328 -4.4051 -3.1092 0.102
H 11.3268 -2.7585 -2.5977 0.092
C -10.4509 -1.2727 11.2928 -0.684
O -9.3830 -1.4301 11.8704 0.013
N -10.6408 -0.2771 10.3820 0.151
N -11.5271 -2.0774 11.5098 0.154
H -11.4987 -0.1222 9.8882 0.097
H -9.8615 0.3309 10.2082 0.089
H -11.4166 -2.8203 12.1744 0.106
H -12.4085 -1.9665 11.0474 0.095
C 5.9418 -1.2552 2.8545 -0.688
O 6.8917 -0.6441 2.3865 0.013
N 6.0448 -2.0122 3.9849 0.145
N 4.7042 -1.2292 2.2859 0.160
H 5.2813 -2.5208 4.3866 0.091
H 6.9428 -2.0522 4.4284 0.101
H 4.5949 -0.6781 1.4528 0.064
H 3.9133 -1.7226 2.6524 0.096
C -3.3088 -2.6226 -6.9039 -0.690
O -3.8063 -3.6868 -6.5639 0.013
N -3.2928 -2.2073 -8.2049 0.141
N -2.7313 -1.7684 -6.0154 0.160
H -2.8919 -1.3414 -8.5083 0.088
H -3.7105 -2.8144 -8.8844 0.099
H -2.7271 -2.0453 -5.0460 0.056
H -2.3176 -0.8936 -6.2730 0.091
```